{"formula": "C54H135N9O18", "method": "ωB97M-V/def2-TZVPD", "de_lowest_kj_mol": 893.66, "e_homo_ev": -7.99, "mol_weight_g_mol": 1198.7, "e_lumo_ha": 0.0140, "smiles": "COCCNCCOC.COCCNCCOC.COCCNCCOC.COCCNCCOC.COCCNCCOC.COCCNCCOC.COCCNCCOC.COCCNCCOC.COCCNCCOC", "symbols": ["C", "O", "C", "C", "N", "C", "C", "O", "C", "H", "H", "H", "H", "H", "H", "H", "H", "H", "H", "H", "H", "H", "H", "H", "C", "O", "C", "C", "N", "C", "C", "O", "C", "H", "H", "H", "H", "H", "H", "H", "H", "H", "H", "H", "H", "H", "H", "H", "C", "O", "C", "C", "N", "C", "C", "O", "C", "H", "H", "H", "H", "H", "H", "H", "H", "H", "H", "H", "H", "H", "H", "H", "C", "O", "C", "C", "N", "C", "C", "O", "C", "H", "H", "H", "H", "H", "H", "H", "H", "H", "H", "H", "H", "H", "H", "H", "C", "O", "C", "C", "N", "C", "C", "O", "C", "H", "H", "H", "H", "H", "H", "H", "H", "H", "H", "H", "H", "H", "H", "H", "C", "O", "C", "C", "N", "C", "C", "O", "C", "H", "H", "H", "H", "H", "H", "H", "H", "H", "H", "H", "H", "H", "H", "H", "C", "O", "C", "C", "N", "C", "C", "O", "C", "H", "H", "H", "H", "H", "H", "H", "H", "H", "H", "H", "H", "H", "H", "H", "C", "O", "C", "C", "N", "C", "C", "O", "C", "H", "H", "H", "H", "H", "H", "H", "H", "H", "H", "H", "H", "H", "H", "H", "C", "O", "C", "C", "N", "C", "C", "O", "C", "H", "H", "H", "H", "H", "H", "H", "H", "H", "H", "H", "H", "H", "H", "H"], "coordinates": [[-5.79, 9.02, -7.56], [-6.32, 9.16, -6.25], [-5.38, 9.75, -5.32], [-6.07, 10.05, -3.99], [-6.81, 11.33, -4.12], [-7.26, 11.68, -2.76], [-8.49, 12.63, -3.01], [-9.54, 11.72, -3.43], [-10.81, 12.30, -3.57], [-5.07, 9.78, -7.84], [-6.61, 8.84, -8.26], [-5.29, 8.05, -7.60], [-4.92, 10.68, -5.68], [-4.61, 9.00, -5.12], [-5.39, 10.13, -3.15], [-6.80, 9.26, -3.88], [-7.68, 11.29, -4.64], [-6.47, 12.18, -2.21], [-7.62, 10.79, -2.25], [-8.30, 13.31, -3.84], [-8.74, 13.25, -2.15], [-10.70, 13.24, -4.10], [-11.29, 12.49, -2.62], [-11.30, 11.68, -4.32], [4.29, 5.24, -0.46], [4.71, 5.01, -1.86], [6.18, 5.11, -1.95], [6.72, 5.15, -3.40], [6.31, 3.89, -3.95], [6.76, 3.68, -5.33], [6.02, 2.58, -6.06], [4.91, 3.07, -6.88], [3.86, 3.64, -6.18], [4.70, 6.17, -0.07], [4.70, 4.47, 0.19], [3.22, 5.42, -0.35], [6.66, 4.30, -1.41], [6.45, 6.09, -1.57], [7.80, 5.27, -3.39], [6.40, 5.97, -4.05], [5.30, 3.92, -3.97], [7.83, 3.46, -5.35], [6.64, 4.59, -5.91], [5.78, 1.76, -5.39], [6.76, 2.14, -6.73], [4.05, 4.42, -5.45], [3.36, 2.82, -5.65], [3.11, 4.00, -6.90], [-0.67, -6.71, -7.84], [-0.43, -5.49, -7.04], [0.71, -4.73, -7.56], [0.40, -3.28, -7.47], [-0.81, -2.89, -8.15], [-0.95, -1.43, -8.03], [-2.25, -0.93, -8.50], [-3.28, -1.21, -7.59], [-4.47, -0.52, -7.86], [-0.50, -6.53, -8.90], [-1.68, -7.02, -7.56], [-0.03, -7.54, -7.54], [1.02, -4.94, -8.59], [1.58, -4.94, -6.94], [1.29, -2.76, -7.82], [0.37, -2.98, -6.42], [-1.68, -3.26, -7.79], [-0.16, -0.96, -8.61], [-0.69, -1.03, -7.05], [-2.42, -1.26, -9.52], [-2.27, 0.13, -8.76], [-4.92, -0.86, -8.80], [-4.30, 0.55, -7.84], [-5.18, -0.92, -7.12], [8.40, -6.47, 3.84], [8.94, -5.84, 5.04], [10.18, -6.44, 5.52], [10.55, -5.97, 6.99], [11.26, -4.71, 6.89], [12.03, -4.34, 8.19], [13.19, -5.18, 8.53], [14.08, -4.39, 9.24], [15.30, -4.99, 9.69], [8.95, -6.30, 2.91], [7.39, -6.07, 3.74], [8.17, -7.51, 4.08], [11.02, -6.10, 4.91], [10.11, -7.52, 5.40], [11.17, -6.73, 7.45], [9.61, -5.85, 7.54], [10.90, -4.00, 6.26], [11.35, -4.28, 9.04], [12.34, -3.32, 7.97], [13.62, -5.66, 7.66], [12.86, -6.04, 9.10], [15.65, -5.68, 8.92], [14.95, -5.55, 10.55], [16.10, -4.28, 9.91], [1.61, -3.26, -1.99], [2.88, -2.59, -1.83], [3.07, -1.74, -0.72], [2.36, -0.37, -1.05], [0.96, -0.33, -0.68], [0.27, 0.91, -0.96], [0.00, 1.00, -2.48], [-0.91, 1.96, -2.63], [-0.99, 2.47, -3.98], [0.86, -2.66, -2.49], [1.31, -3.65, -1.01], [1.72, -4.15, -2.61], [4.14, -1.57, -0.59], [2.61, -2.26, 0.11], [2.39, -0.25, -2.14], [2.85, 0.38, -0.44], [0.42, -1.18, -0.68], [0.88, 1.79, -0.73], [-0.67, 0.94, -0.41], [-0.36, 0.05, -2.89], [0.95, 1.23, -2.96], [-0.03, 2.68, -4.45], [-1.52, 3.42, -4.03], [-1.48, 1.75, -4.64], [-2.97, 10.17, 1.13], [-2.91, 8.90, 0.50], [-3.09, 7.82, 1.43], [-3.45, 6.51, 0.54], [-4.88, 6.62, 0.24], [-5.64, 5.45, 0.76], [-6.87, 5.29, -0.10], [-6.62, 4.98, -1.52], [-6.21, 3.60, -1.78], [-4.01, 10.45, 1.29], [-2.66, 10.92, 0.41], [-2.53, 10.26, 2.13], [-3.86, 7.92, 2.19], [-2.16, 7.56, 1.94], [-3.16, 5.56, 0.98], [-2.93, 6.63, -0.41], [-4.87, 6.45, -0.76], [-5.91, 5.63, 1.80], [-4.95, 4.61, 0.75], [-7.43, 6.22, 0.06], [-7.47, 4.47, 0.29], [-5.17, 3.42, -1.52], [-6.42, 3.62, -2.85], [-6.88, 2.83, -1.37], [-2.57, -4.15, 2.90], [-2.23, -2.83, 2.46], [-3.30, -1.96, 2.57], [-3.14, -0.99, 3.79], [-4.19, 0.03, 3.91], [-3.89, 1.08, 4.81], [-3.97, 0.62, 6.31], [-5.03, -0.33, 6.46], [-5.38, -0.57, 7.84], [-3.12, -4.15, 3.84], [-1.58, -4.60, 2.81], [-3.23, -4.69, 2.22], [-4.27, -2.45, 2.54], [-3.06, -1.37, 1.68], [-2.18, -0.49, 3.64], [-3.09, -1.58, 4.71], [-5.02, -0.40, 4.30], [-4.60, 1.90, 4.73], [-2.97, 1.67, 4.72], [-4.10, 1.54, 6.88], [-3.04, 0.20, 6.69], [-6.31, -1.13, 7.80], [-5.52, 0.38, 8.36], [-4.73, -1.23, 8.41], [4.89, -0.73, 9.49], [4.47, -1.57, 8.47], [3.19, -1.16, 7.91], [2.57, -1.95, 6.75], [2.54, -3.34, 7.15], [2.40, -4.35, 6.11], [2.61, -5.71, 6.83], [4.04, -6.04, 6.79], [4.29, -7.28, 7.37], [5.97, -0.83, 9.53], [4.40, -1.06, 10.41], [4.73, 0.32, 9.21], [3.21, -0.12, 7.58], [2.45, -1.16, 8.71], [3.14, -1.82, 5.83], [1.60, -1.49, 6.55], [3.43, -3.50, 7.59], [3.06, -4.27, 5.25], [1.37, -4.21, 5.76], [1.93, -6.49, 6.48], [2.19, -5.73, 7.84], [5.37, -7.41, 7.52], [4.02, -8.06, 6.66], [3.87, -7.28, 8.38], [-5.01, -9.53, 1.98], [-3.85, -9.51, 1.14], [-3.96, -10.46, 0.01], [-3.31, -9.97, -1.35], [-4.05, -8.71, -1.60], [-3.40, -8.09, -2.73], [-3.95, -6.64, -3.02], [-5.28, -6.66, -3.51], [-5.75, -5.42, -4.03], [-5.30, -10.57, 2.12], [-5.88, -9.09, 1.49], [-4.97, -9.20, 3.02], [-4.99, -10.74, -0.22], [-3.40, -11.34, 0.32], [-3.42, -10.79, -2.06], [-2.26, -9.76, -1.15], [-3.95, -8.07, -0.83], [-3.54, -8.70, -3.63], [-2.34, -8.10, -2.49], [-3.26, -6.15, -3.71], [-3.95, -6.09, -2.08], [-5.82, -4.67, -3.24], [-6.77, -5.50, -4.39], [-5.11, -4.99, -4.80]], "mulliken_charge": [-0.708, -0.303, -0.695, -0.593, -0.454, -0.523, -0.771, -0.281, -0.804, 0.289, 0.254, 0.276, 0.367, 0.393, 0.448, 0.362, 0.320, 0.391, 0.310, 0.368, 0.488, 0.335, 0.269, 0.260, -0.781, -0.307, -0.511, -0.792, -0.307, -0.624, -0.581, -0.388, -0.599, 0.321, 0.306, 0.273, 0.325, 0.422, 0.372, 0.419, 0.181, 0.460, 0.364, 0.334, 0.339, 0.179, 0.302, 0.286, -0.731, -0.262, -0.745, -0.525, -0.330, -0.587, -0.726, -0.250, -0.790, 0.318, 0.222, 0.285, 0.414, 0.345, 0.365, 0.353, 0.256, 0.358, 0.280, 0.365, 0.522, 0.314, 0.306, 0.242, -0.764, -0.300, -0.766, -0.398, -0.266, -0.710, -0.481, -0.326, -0.696, 0.274, 0.268, 0.329, 0.359, 0.424, 0.341, 0.298, 0.239, 0.241, 0.420, 0.372, 0.323, 0.297, 0.286, 0.234, -0.554, -0.411, -0.634, -0.365, -0.167, -0.906, -0.136, -0.253, -0.700, 0.144, 0.302, 0.238, 0.312, 0.365, 0.326, 0.341, 0.221, 0.243, 0.363, 0.280, 0.202, 0.209, 0.272, 0.314, -0.818, -0.307, -0.597, -0.697, -0.323, -0.522, -0.660, -0.338, -0.686, 0.318, 0.268, 0.336, 0.337, 0.385, 0.455, 0.375, 0.268, 0.273, 0.382, 0.350, 0.391, 0.282, 0.218, 0.312, -0.759, -0.254, -0.649, -0.259, -0.371, -0.846, -0.510, -0.346, -0.764, 0.314, 0.238, 0.307, 0.391, 0.212, 0.267, 0.246, 0.373, 0.368, 0.369, 0.490, 0.326, 0.254, 0.307, 0.291, -0.727, -0.309, -0.577, -0.680, -0.316, -0.665, -0.812, -0.237, -0.757, 0.229, 0.289, 0.311, 0.442, 0.332, 0.385, 0.286, 0.273, 0.347, 0.382, 0.574, 0.401, 0.220, 0.290, 0.318, -0.772, -0.330, -0.673, -0.648, -0.248, -0.762, -0.430, -0.312, -0.711, 0.312, 0.321, 0.289, 0.432, 0.388, 0.326, 0.403, 0.195, 0.309, 0.436, 0.361, 0.287, 0.302, 0.267, 0.259]}